# C16H34I2N6O2Y

C16H34I2N6O2Y as an isolated structure in a non-equilibrium geometry (ωB97M-V/def2-TZVPD, the OMol25 dataset).

Geometry as XYZ:
```
61
Properties=species:S:1:pos:R:3:forces:R:3
H -3.482844 -0.646194 -3.080576 0.1022 0.1444 -0.1453
H 4.188944 0.870397 -4.004030 -0.1146 -0.0480 -0.1069
C 1.674678 -0.919405 2.240797 -0.0647 -0.5238 -0.1811
H -0.255243 -1.916796 3.507545 0.0428 -0.0371 0.0624
N -1.308496 -1.456387 -0.652472 -1.1141 2.3564 -0.3004
C 0.599419 -2.584452 3.613605 0.0433 0.0026 0.0135
H -2.473040 3.369064 -2.975726 0.0240 -0.0640 0.0632
Y 0.396727 0.180462 -1.095522 -0.4891 -1.1003 0.2637
H 2.877488 -3.704604 2.527179 0.0674 0.0177 0.0193
O 1.024060 -1.903976 -0.477413 0.3525 0.2664 0.2821
C -1.879740 -1.317077 0.664530 0.0215 -0.7220 0.3536
C -2.214597 -1.700741 -1.751144 -0.0049 -0.6146 0.1068
H 4.168589 -3.559932 4.648857 -0.0349 0.0092 0.0148
N -0.045002 2.676469 -1.854271 0.9010 0.2557 -0.0713
H 0.382651 -3.544959 3.143280 -0.0209 0.0277 0.0245
H -1.852008 1.976519 1.959318 0.0466 0.0102 -0.0083
H -1.073265 -0.092466 -3.041181 -0.0997 -0.1069 0.1568
H -3.099709 1.256566 -4.017894 0.0117 0.0622 -0.0428
H -2.742772 -1.984401 0.798118 0.0041 0.0508 -0.1276
H -0.321867 3.551421 1.407938 -0.2254 -0.0391 -0.0670
C 3.298426 -2.921029 4.506826 0.0140 -0.0593 -0.0033
I 1.299619 -0.536052 -4.000105 -0.5089 -0.0001 -0.1761
C -0.330758 3.189664 -3.208548 -0.4383 -0.0676 0.0982
H 3.815345 -2.188955 2.508449 -0.0071 -0.0335 0.0345
H 0.379382 2.722489 -3.894652 -0.0522 -0.0224 -0.0033
H -0.843938 0.669078 2.524617 0.0704 -0.0123 -0.0412
N 1.587618 -0.005409 1.498961 0.9474 0.0369 0.2674
H -2.998434 -2.439629 -1.544827 0.0293 0.0565 0.1951
I 3.673937 0.621006 -1.404388 0.0666 0.2124 0.1833
C 1.029699 -2.769028 5.061544 -0.0763 -0.0657 0.0050
H -2.907511 0.571757 0.298215 0.0681 0.0203 -0.0116
H -1.908898 3.302591 -4.632737 -0.0455 0.1051 0.0546
H -0.161965 4.272701 -3.225112 -0.0146 -0.0152 -0.1198
H 0.248234 -3.296531 5.606976 0.0483 0.0138 0.0080
H -1.612937 3.569567 -0.768121 0.0125 -0.0956 -0.0275
H 0.959959 2.762759 -1.813897 0.7015 0.1782 0.1719
H 1.671847 0.986351 1.668124 -0.2615 0.3001 -0.0058
O 2.200480 -3.555209 5.133870 0.0139 0.0546 -0.0542
C -0.520274 3.551887 -0.764678 -0.3903 -0.3368 0.0240
C 0.005597 2.962060 0.542677 0.3689 0.1698 -0.0238
H 1.194515 -1.791968 5.533674 -0.0175 -0.0084 -0.0095
H -1.122835 -1.671662 1.376330 0.0401 0.0837 -0.0418
N 1.751854 -2.002894 2.882614 -0.1359 0.2162 -0.0886
C 3.846855 0.023235 -3.422234 0.5439 0.2219 0.4325
N -1.743614 0.532746 -2.568315 0.0137 -0.5994 -1.1429
N -0.249838 1.546780 0.669090 -0.1717 -0.6737 -0.5401
H -1.466564 0.994868 -4.606086 0.0235 0.0340 -0.0166
H 4.454786 -0.872292 -3.461770 -0.1300 -0.0663 -0.0986
H -3.494617 0.038686 -1.464878 0.0053 0.1131 -0.0452
H 1.098480 3.145635 0.499353 0.0243 -0.0479 0.0979
C -2.314112 0.110001 1.086906 -0.0797 0.1031 0.0323
H -1.615050 -2.078514 -2.586575 -0.0222 -0.0938 0.0073
C -1.267760 1.119760 1.596030 -0.0521 0.0100 0.1484
H -2.999927 -0.060369 1.923547 -0.0307 0.0382 -0.0208
H 3.494509 -1.947206 4.973752 0.0057 -0.0168 -0.0077
C -2.845942 -0.380669 -2.231074 0.1363 -0.4032 0.2194
C 3.031645 -2.744273 3.021112 -0.0330 0.0086 -0.0134
C -1.755036 2.878011 -3.637158 0.0686 -0.0113 -0.0243
C -2.045447 1.393480 -3.769930 -0.3129 0.1360 0.4145
H -0.164409 4.578983 -0.907654 -0.0233 0.0232 0.0206
H 0.763110 -2.831913 -0.560865 0.1526 0.5461 -0.2087
```
Positions in Å, forces in eV/Å.

For the orbital gap (alpha / beta), the calculation gives 7.55 / 5.56 eV. As for the total charge: +1. The energy relative to the best compared isomer or geometry (same formula, charge and spin) is 2.0668 eV. The value obtained for the total energy is -1742.46947 Eh. The LUMO energy (alpha / beta) is -2.7 / -3.5 eV. For the max |F|, the calculation gives 2.624 eV Å⁻¹.

Mulliken population analysis, charges in e, atoms 1 to 4:
1 H 0.657
2 H 0.361
3 C 0.308
4 H 0.379